Record 1
Formula: C38H52F9NO4S2Si2
Source: the OMol25 dataset
Level of theory: the ωB97M-V functional and the def2-TZVPD basis

```
108
Properties=species:S:1:pos:R:3:forces:R:3:mulliken_charge:R:1
C -1.000 -7.463 1.678 0.226 0.299 -0.634 -0.009
C -1.322 -7.219 0.535 0.685 0.536 -0.255 -0.595
C -1.595 -6.832 -0.907 -0.708 -1.386 0.797 -0.510
C -2.965 -6.072 -1.060 0.430 0.057 0.192 -0.567
C -2.801 -4.569 -1.540 -0.493 -0.963 -0.266 -0.837
Si -2.436 -3.378 -0.118 1.622 -0.266 -0.768 -1.101
C -0.676 -3.816 0.495 -0.830 0.921 0.584 -0.751
O 0.100 -4.030 -0.703 0.174 0.486 0.538 -0.099
C 1.363 -3.470 -0.642 1.923 -0.250 -0.101 -0.474
C 1.635 -2.090 -0.544 0.246 -0.331 -0.042 0.540
C 2.980 -1.639 -0.535 0.550 -0.210 -0.131 -0.578
C 4.078 -2.528 -0.630 -1.173 -0.962 -0.016 -0.827
C 3.793 -3.919 -0.722 -0.446 0.526 -0.119 -0.400
C 2.462 -4.372 -0.728 -0.226 0.382 -0.055 -0.593
O -2.352 -1.757 -0.556 -1.599 -1.238 -0.399 0.653
Si -3.542 -1.178 -1.614 0.624 1.898 -0.746 0.261
C -2.723 -0.679 -3.272 0.498 0.196 -0.131 -0.897
C -1.161 -0.525 -3.165 0.229 0.508 -0.621 0.537
C -0.642 0.902 -3.589 0.151 -0.838 0.068 -1.103
S 1.154 0.913 -3.130 0.456 -0.088 0.786 -0.080
C 1.412 2.196 -1.903 -1.226 0.671 -0.234 0.178
S 0.583 3.612 -2.081 0.191 -0.583 0.318 -0.213
N 2.352 1.956 -0.834 -0.173 0.678 -1.217 0.303
C 1.856 2.511 0.442 0.208 0.243 1.856 -0.414
C 2.323 1.664 1.683 -0.322 0.163 -0.021 -1.035
C 3.573 2.727 -1.260 1.180 -0.067 0.433 -0.824
C 4.792 2.502 -0.311 -0.984 -0.235 0.687 -1.070
C -4.336 0.428 -0.919 0.544 0.120 0.251 -0.928
C -3.661 0.946 0.359 -0.674 0.484 1.615 0.160
C -2.262 1.081 0.534 0.315 -0.173 -0.647 0.003
C -1.641 1.517 1.717 -1.020 0.084 0.688 -0.128
C -2.449 1.854 2.835 -0.053 -0.402 -1.323 -1.042
C -3.848 1.767 2.674 0.317 -0.054 0.086 -0.691
C -4.477 1.329 1.476 0.684 -0.118 0.393 1.273
C -6.013 1.295 1.463 0.344 0.642 -0.099 -1.657
C -3.722 -3.774 1.277 0.052 0.768 -0.295 0.590
F -3.158 -4.763 2.061 -0.778 0.532 -0.250 -0.286
F -4.897 -4.221 0.690 0.712 -0.183 0.681 -0.286
C -4.131 -2.557 2.166 -1.336 -0.150 0.414 0.878
F -5.120 -1.861 1.494 0.784 -0.408 0.044 -0.325
F -3.119 -1.696 2.390 -0.246 -0.759 -0.100 -0.258
C -4.803 -2.977 3.540 0.177 0.879 -0.232 0.645
F -3.824 -3.023 4.479 -0.606 -0.422 -0.453 -0.288
F -5.462 -4.155 3.433 0.704 0.528 0.135 -0.269
C -5.869 -1.931 4.045 -0.533 -0.489 1.478 0.586
F -5.449 -0.665 3.983 -0.197 -0.643 -0.350 -0.160
F -6.076 -2.219 5.365 0.198 0.222 -0.775 -0.296
F -7.067 -2.083 3.456 0.936 0.359 -0.143 -0.244
H -0.548 -7.592 2.656 -0.602 -0.066 -0.617 0.399
H -0.731 -6.330 -1.377 -0.424 0.013 0.524 0.250
H -1.707 -7.807 -1.436 0.173 0.627 0.209 0.448
H -3.485 -6.145 -0.083 0.200 0.153 -0.604 0.299
H -3.594 -6.654 -1.768 0.388 0.619 0.271 0.390
H -1.955 -4.551 -2.265 -0.501 0.237 0.460 0.362
H -3.725 -4.338 -2.106 0.501 0.210 0.352 0.615
H -0.656 -4.664 1.208 0.267 0.225 -0.582 0.336
H -0.311 -2.906 1.029 -0.106 -0.618 -0.248 0.694
H 0.804 -1.367 -0.501 0.495 -0.343 0.004 0.321
H 3.218 -0.561 -0.487 -0.520 -0.623 -0.034 0.601
H 5.124 -2.191 -0.653 -0.657 0.030 0.069 0.423
H 4.585 -4.677 -0.826 -0.317 0.576 0.123 0.342
H 2.253 -5.449 -0.830 0.048 0.643 0.122 0.372
H -4.595 -2.146 -1.953 -0.063 -0.296 0.387 -0.338
H -2.986 -1.392 -4.083 0.195 0.314 0.524 0.381
H -3.128 0.306 -3.607 0.001 -0.668 0.349 0.479
H -0.742 -0.716 -2.160 -0.446 -0.162 -0.470 -0.833
H -0.691 -1.229 -3.884 -0.125 0.183 0.719 0.581
H -1.194 1.727 -3.103 0.441 -0.288 -0.334 0.532
H -0.655 0.954 -4.694 -0.229 0.427 0.635 0.446
H 2.224 3.556 0.653 -0.439 -0.947 -0.654 0.162
H 0.752 2.557 0.467 0.574 -0.141 -0.363 0.447
H 2.261 0.573 1.489 0.181 0.635 0.043 -0.081
H 3.338 1.958 2.021 -0.558 -0.369 -0.341 0.408
H 1.643 1.869 2.545 0.382 -0.040 -0.588 0.415
H 3.873 2.424 -2.282 -0.439 0.248 0.413 0.465
H 3.300 3.802 -1.203 0.206 -0.490 -0.536 0.466
H 4.684 1.500 0.162 0.344 0.515 -0.418 0.283
H 4.711 3.243 0.513 0.283 -0.433 -0.431 0.126
H 5.766 2.606 -0.811 -0.601 -0.024 0.127 0.333
H -4.282 1.249 -1.672 0.006 -0.710 0.217 0.566
H -5.415 0.219 -0.773 0.585 0.209 0.174 0.397
H -1.598 0.817 -0.313 -0.447 0.138 0.503 0.257
H -0.548 1.580 1.826 -0.614 -0.130 -0.325 0.140
H -1.964 2.166 3.773 -0.514 -0.144 -0.484 0.412
H -4.472 2.035 3.544 0.211 -0.161 -0.603 0.270
H -6.379 1.851 2.352 0.145 -0.395 -0.526 0.398
H -6.375 1.843 0.565 0.023 -0.486 0.523 0.456
H -6.452 0.280 1.494 0.317 0.448 -0.161 0.204
C 2.205 4.915 4.039 0.103 -0.270 -0.135 -1.018
C 2.704 5.649 2.820 0.087 -0.067 -0.134 0.882
O 3.253 5.064 1.913 0.032 0.104 0.135 -0.493
C 2.491 7.140 2.776 0.141 0.000 -0.286 -1.225
H 2.425 3.853 3.936 0.005 0.055 -0.016 0.175
H 2.707 5.292 4.932 -0.174 0.093 0.042 0.398
H 1.125 5.042 4.135 0.039 0.126 0.145 0.291
H 3.005 7.615 3.614 -0.182 0.021 0.084 0.348
H 1.423 7.365 2.817 0.031 0.054 0.186 0.343
H 2.897 7.536 1.846 -0.016 -0.048 0.036 0.308
C 8.130 5.355 -3.477 -0.096 0.072 0.288 -1.151
C 7.120 4.234 -3.477 -0.118 -0.028 0.143 0.799
O 6.404 4.031 -2.523 0.098 0.066 -0.172 -0.462
C 7.040 3.377 -4.716 -0.224 -0.158 0.147 -1.052
H 8.079 5.886 -2.527 -0.021 -0.044 -0.038 0.283
H 9.136 4.950 -3.598 -0.008 0.071 -0.189 0.335
H 7.909 6.055 -4.284 0.157 -0.080 -0.094 0.341
H 7.998 2.886 -4.892 0.025 0.130 -0.150 0.320
H 6.771 3.992 -5.577 0.188 -0.021 -0.057 0.347
H 6.275 2.614 -4.577 0.030 0.047 0.014 0.234
```
Positions in Å, forces in eV/Å.

Summary:
E   -4109.02186 hartree

Record 2
Formula: C38H53AsN5O10P2Pb
Source: the OMol25 dataset
Level of theory: the ωB97M-V functional and the def2-TZVPD basis

```
110
Properties=species:S:1:pos:R:3:forces:R:3:mulliken_charge:R:1
Pb -1.511 -1.815 -0.557 -0.630 -0.275 0.295 1.389
O -5.082 0.508 -1.761 0.751 0.027 0.553 -0.729
C -4.154 0.018 -1.118 0.033 -0.894 -0.326 0.030
N -2.965 -0.465 -1.640 -1.078 0.346 1.315 0.406
C -2.922 -0.579 -3.058 -0.622 -0.340 -0.935 -1.210
C -2.844 -2.043 -3.536 -0.058 -0.004 0.086 0.501
C -3.247 -2.440 -4.821 0.333 1.272 1.430 -1.060
C -3.134 -3.744 -5.170 -0.385 -0.380 -1.750 -0.401
C -2.733 -4.687 -4.283 0.673 -1.160 0.745 -0.793
C -2.360 -4.246 -3.042 0.254 0.352 0.015 -0.489
N -2.351 -2.954 -2.675 -0.500 0.354 -0.299 0.462
C -4.370 -0.273 0.385 1.901 -0.542 -0.851 0.285
C -5.395 0.281 1.096 -0.863 0.762 -0.250 -0.517
C -5.658 -0.189 2.359 1.569 -2.237 1.011 -0.714
C -4.788 -1.197 2.891 -0.194 1.698 -0.973 -0.964
C -3.679 -1.591 2.148 -0.831 -0.802 0.738 -0.420
N -3.515 -1.171 0.922 0.087 1.041 -1.524 0.657
H -3.806 -0.083 -3.479 0.018 -0.355 -0.094 0.800
H -2.084 -0.040 -3.468 0.664 0.124 -0.206 0.240
H -3.620 -1.704 -5.497 -0.167 0.357 -0.393 0.515
H -3.338 -4.039 -6.180 -0.308 -0.066 -0.410 0.426
H -2.609 -5.755 -4.519 -0.273 0.672 0.009 0.401
H -2.010 -4.983 -2.368 0.377 -0.293 1.084 0.427
H -5.982 1.066 0.632 -0.101 -0.241 -0.038 0.531
H -6.514 0.063 2.947 -0.344 0.556 0.114 0.487
H -4.898 -1.551 3.884 -0.341 -0.420 0.687 0.527
H -2.987 -2.377 2.464 -0.220 0.387 0.262 0.403
O -0.400 -5.091 3.694 0.923 0.105 0.603 -0.575
P 0.221 -4.150 2.631 0.790 0.028 -0.215 0.264
O 1.703 -4.171 2.565 -1.612 0.587 0.107 -0.642
O -0.382 -2.641 3.026 0.033 -1.200 -0.711 0.195
O -0.571 -4.363 1.298 -0.390 -0.633 -0.210 -0.106
P -2.189 -4.909 1.155 1.337 -0.369 -0.607 0.565
O -1.947 -6.259 0.306 -0.465 -0.044 0.561 -0.487
O -2.641 -5.186 2.540 -0.498 0.108 -0.110 -0.828
O -2.761 -3.898 0.241 -0.357 0.568 -0.059 -0.302
H -1.354 -5.256 3.516 -0.716 -0.123 -0.245 0.442
H -2.610 -6.940 0.535 0.541 0.367 -0.045 0.329
C 6.288 2.570 -1.214 -0.328 -1.544 -0.095 -1.464
C 4.838 2.570 -0.789 -0.226 -0.946 0.591 -0.444
N 3.929 1.682 -1.554 1.062 0.660 0.465 0.599
C 3.654 2.098 -2.916 -0.906 0.447 0.257 -0.738
C 4.380 1.339 -3.959 0.625 -1.293 -0.930 -1.041
C 3.633 0.479 -1.011 -1.186 0.467 -2.368 0.018
O 4.003 0.141 0.077 0.448 -0.946 1.754 -0.667
C 2.693 -0.417 -1.838 -0.939 1.555 0.742 -0.116
C 3.091 -1.628 -2.309 0.704 -0.933 -0.216 0.211
C 2.213 -2.522 -2.894 -1.086 0.475 -1.007 -1.246
C 0.884 -2.107 -3.043 1.682 0.877 1.422 -0.501
N 0.476 -0.928 -2.540 -0.722 -0.115 -0.614 -0.097
C 1.333 -0.079 -2.005 0.481 0.450 0.689 -0.332
H 6.855 3.260 -0.648 0.480 1.011 0.506 0.470
H 6.398 2.745 -2.253 0.199 0.556 -1.040 0.328
H 6.759 1.600 -1.036 -0.208 -0.118 0.071 0.319
H 4.438 3.571 -0.792 -0.312 0.381 -0.096 0.487
H 4.812 2.175 0.223 -0.171 0.285 0.174 0.118
H 3.911 3.145 -2.964 0.148 0.377 0.016 0.590
H 2.590 2.064 -3.087 -0.551 -0.021 -0.117 0.239
H 5.417 1.245 -3.622 -0.049 -0.328 -0.311 0.277
H 4.395 1.817 -4.945 -0.139 0.167 0.286 0.416
H 3.924 0.335 -4.122 0.543 0.588 0.226 0.221
H 4.130 -1.881 -2.262 0.483 -0.242 0.233 0.574
H 2.554 -3.439 -3.358 0.009 -0.040 0.263 0.529
H 0.124 -2.700 -3.465 -0.677 -0.773 -0.577 0.575
H 0.899 0.888 -1.635 0.749 -1.049 -0.428 0.607
C 0.650 -2.767 6.499 -0.945 0.356 -0.980 -1.296
C 1.462 -2.308 5.302 1.554 -0.103 -0.661 -0.594
As 0.643 -1.487 3.765 -0.075 1.600 1.081 0.714
C -0.654 -0.163 4.391 1.038 0.903 -0.212 -1.268
C -1.164 0.799 3.269 -1.455 -1.374 0.774 1.423
C 1.844 -0.590 2.517 -0.290 -1.705 -0.680 0.605
C 2.679 0.425 3.230 -1.687 1.896 -0.668 -1.170
H 1.294 -3.398 7.072 0.269 -0.116 0.773 0.397
H -0.217 -3.357 6.229 -0.040 -0.396 -0.373 0.321
H 0.217 -1.936 7.033 0.330 0.294 0.568 0.362
H 2.025 -3.158 4.855 -0.298 0.493 0.250 0.530
H 2.230 -1.559 5.596 -0.366 -0.428 -0.050 0.438
H -0.165 0.376 5.238 0.030 -0.064 -0.839 0.534
H -1.390 -0.715 4.922 -1.054 -0.643 0.033 0.662
H -0.344 1.173 2.716 0.663 0.536 -0.487 -1.499
H -1.750 1.616 3.696 0.285 0.009 0.123 0.540
H -1.867 0.306 2.546 0.826 0.140 0.668 -0.306
H 1.176 -0.168 1.752 0.116 0.104 0.251 -0.653
H 2.432 -1.362 1.999 -0.115 0.121 0.285 0.635
H 1.971 1.164 3.664 0.560 -0.222 0.127 0.304
H 3.222 0.995 2.474 0.370 -0.240 0.156 0.052
H 3.300 0.051 3.994 0.907 -0.514 0.732 0.479
C 0.615 7.240 -1.300 -0.318 0.710 0.860 -1.561
C 0.157 5.865 -0.911 1.280 0.483 0.139 0.780
C 0.810 5.134 0.082 -1.176 -1.000 -0.821 -1.306
C 0.561 3.771 0.209 0.577 -0.191 0.664 0.613
C 1.508 2.936 1.104 -0.739 -1.100 -1.020 -0.440
C -0.537 3.211 -0.518 0.739 -0.735 0.854 0.132
C -0.960 1.793 -0.300 -1.202 1.005 -1.126 0.241
O -0.378 0.977 0.375 0.486 -0.821 0.539 0.531
C -1.216 3.999 -1.447 -1.609 -1.670 -0.377 0.397
C -2.402 3.385 -2.256 1.992 -0.060 0.385 -1.144
C -0.796 5.271 -1.679 -0.057 -0.247 -0.068 -0.845
H 0.696 7.869 -0.395 0.404 -0.252 -0.286 0.380
H -0.183 7.738 -1.863 0.489 -0.162 -0.349 0.384
H 1.587 7.213 -1.830 -0.634 0.145 0.201 0.284
H 1.488 5.604 0.729 1.117 0.536 0.607 0.574
H 2.260 3.441 1.683 0.042 0.923 0.058 0.607
H 2.074 2.186 0.502 -0.416 0.546 0.072 -0.184
H 0.937 2.301 1.775 -0.075 0.162 0.148 -0.277
H -1.897 1.434 -0.829 0.800 0.648 0.439 -0.668
H -3.338 3.412 -1.692 0.214 -0.616 -0.044 0.356
H -2.005 2.410 -2.609 -1.131 0.235 0.395 0.059
H -2.560 3.933 -3.159 -0.093 0.709 -0.531 0.412
H -1.152 5.771 -2.530 -0.759 0.823 -0.870 0.495
```
Positions in Å, forces in eV/Å.

Summary:
Energy above the lowest of the compared OMol25 structures with the same formula, charge and spin   0.275 eV
Charge   +1
E   -5617.45626 hartree

- E of number 1 (C38H52F9NO4S2Si2)?
  -4109.02186 hartree

- E of number 2 (C38H53AsN5O10P2Pb)?
  -5617.45626 hartree

- Which of these has the highest E?
  C38H52F9NO4S2Si2